80
Properties=species:S:1:pos:R:3:mulliken_spin:R:1 method="wB97M-V/def2-TZVPD" multiplicity=2 total_charge=+1 gap_ev="5.931 / 6.276" e_lumo_ev="-4.702 / -4.357"
Re 0.573 -0.347 -1.111 0.8893
C -2.754 0.737 0.947 -0.0021
C -1.670 -0.120 1.610 0.0471
C -2.215 -0.791 2.872 0.0005
C -0.455 0.724 1.929 -0.0443
C -0.613 1.899 2.649 -0.0072
C 0.475 2.690 2.964 0.0113
C 1.741 2.333 2.536 -0.0023
C 1.951 1.185 1.784 0.0011
C 3.337 0.934 1.231 0.0188
C 3.335 1.269 -0.261 -0.0377
C 3.884 -0.472 1.475 -0.0015
C 0.839 0.368 1.493 0.0134
N 0.982 -0.850 0.752 0.0408
C 0.985 -2.020 1.480 0.0521
C 1.204 -2.074 2.866 0.0053
C 1.148 -3.275 3.542 -0.0020
C 0.888 -4.460 2.871 0.0032
C 0.676 -4.444 1.499 -0.0017
C 0.725 -3.241 0.835 0.0151
F 0.453 -3.181 -0.500 0.0107
H -3.544 0.104 0.547 -0.0005
H -2.335 1.330 0.135 0.0064
H -3.200 1.426 1.659 0.0004
H -1.393 -0.914 0.904 -0.0036
H -2.484 -0.046 3.616 0.0001
H -1.476 -1.459 3.307 0.0001
H -3.101 -1.374 2.631 0.0000
H -1.596 2.204 2.969 0.0003
H 0.335 3.594 3.536 0.0004
H 2.581 2.968 2.778 -0.0003
H 4.017 1.638 1.724 -0.0010
H 2.525 0.697 -0.766 -0.0026
H 4.282 0.996 -0.721 0.0000
H 3.140 2.325 -0.429 -0.0029
H 3.358 -1.217 0.881 0.0033
H 3.808 -0.735 2.527 0.0001
H 4.937 -0.496 1.207 0.0001
H 1.416 -1.167 3.409 -0.0002
H 1.302 -3.290 4.608 -0.0001
H 0.839 -5.389 3.412 0.0001
H 0.467 -5.352 0.957 -0.0001
N -4.046 5.701 1.506 0.0005
C -3.395 5.022 0.526 0.0009
C -1.995 5.081 0.430 0.0003
C -1.337 4.388 -0.563 0.0004
C -2.067 3.637 -1.469 -0.0010
C -3.444 3.523 -1.363 0.0007
C -4.107 4.209 -0.370 0.0000
S -1.237 2.870 -2.831 0.0020
O -0.029 3.563 -3.137 0.0004
O -2.189 2.578 -3.870 -0.0014
N -0.783 1.381 -2.207 0.0221
C -1.596 0.371 -2.389 -0.0043
S -3.105 0.322 -3.227 -0.0035
C -3.244 -1.357 -2.770 0.0320
C -2.170 -1.787 -2.070 -0.0145
N -1.239 -0.818 -1.849 0.0194
H -3.551 6.416 2.008 0.0000
H -5.045 5.797 1.447 0.0000
H -1.443 5.697 1.124 0.0001
H -0.267 4.444 -0.676 0.0002
H -3.980 2.924 -2.083 -0.0001
H -5.182 4.145 -0.289 0.0000
H -4.101 -1.929 -3.065 0.0009
H -1.986 -2.782 -1.703 0.0011
C 1.810 -0.992 -2.786 -0.0519
C 2.084 -2.423 -2.929 0.0136
C 3.215 -2.999 -2.337 -0.0095
C 3.475 -4.346 -2.486 0.0055
C 2.622 -5.140 -3.239 -0.0100
C 1.506 -4.580 -3.846 0.0053
C 1.236 -3.238 -3.688 -0.0200
H 1.184 -0.629 -3.615 -0.0180
H 2.745 -0.418 -2.762 0.0211
H 3.887 -2.374 -1.767 -0.0010
H 4.351 -4.780 -2.030 0.0002
H 2.832 -6.191 -3.365 -0.0005
H 0.854 -5.193 -4.447 0.0003
H 0.372 -2.797 -4.166 -0.0013

85
Properties=species:S:1:pos:R:3:mulliken_spin:R:1 method="wB97M-V/def2-TZVPD" multiplicity=4 gap_ev="3.289 / 4.098" e_lumo_ev="-1.445 / -1.457" relative_energy_kcal_mol=63.0
Re -0.279 1.439 2.417 1.8006
C -2.252 4.001 5.495 0.0004
O -3.209 4.437 4.517 0.0022
C -3.624 3.636 3.488 0.0183
C -4.801 4.018 2.905 -0.0089
C -5.356 3.300 1.847 0.0166
C -4.777 2.111 1.444 -0.0158
C -3.565 1.681 2.023 -0.0021
C -2.997 0.358 1.830 -0.0034
N -1.762 0.045 1.969 -0.0425
N -1.417 -1.312 2.065 0.0165
C -0.356 -1.367 2.856 -0.0121
O 0.249 -0.296 3.258 -0.0135
C 0.183 -2.659 3.341 0.0082
C -0.338 -3.879 2.966 -0.0008
C 0.206 -5.053 3.470 0.0012
C 1.202 -4.973 4.431 -0.0011
C 1.648 -3.742 4.902 0.0021
C 1.171 -2.571 4.339 0.0021
C -2.919 2.490 3.002 0.0520
O -1.729 2.187 3.517 0.0540
H -2.288 4.778 6.234 0.0004
H -1.287 3.932 5.023 -0.0025
H -2.489 3.046 5.974 0.0007
H -5.294 4.924 3.283 0.0002
H -6.212 3.701 1.302 0.0017
H -5.169 1.541 0.623 -0.0008
H -3.728 -0.460 1.766 0.0003
H -1.175 -3.869 2.277 0.0002
H -0.206 -6.001 3.244 0.0001
H 1.678 -5.868 4.825 -0.0001
H 2.387 -3.724 5.704 0.0000
H 1.406 -1.559 4.702 -0.0008
F 1.139 -3.531 -1.260 -0.0019
C 1.062 -2.238 -1.744 -0.0306
C 0.908 -1.238 -0.788 0.2218
C 0.835 0.072 -1.206 -0.0857
C 0.811 1.140 -0.235 0.3314
O 1.112 0.823 1.002 0.0777
C 0.422 2.409 -0.702 -0.0632
C 0.331 2.628 -2.042 0.2159
N 0.608 1.660 -3.000 0.0369
C 0.640 2.036 -4.403 0.0223
C -0.441 1.574 -5.327 0.0046
C -0.319 3.047 -4.920 0.0065
C 0.849 0.348 -2.587 -0.0319
C 1.012 -0.663 -3.507 0.0763
C 1.120 -1.999 -3.096 0.0654
N 1.310 -3.038 -4.066 0.0158
C 0.481 -4.234 -4.118 0.0106
C 0.332 -4.685 -5.577 0.0052
N 0.834 -3.549 -6.439 0.0023
C 2.285 -3.342 -6.235 0.0002
C 2.581 -3.161 -4.735 0.0185
C 0.067 3.621 0.117 0.0215
O -0.032 4.708 -0.403 -0.0022
O -0.021 3.370 1.417 0.0447
H 0.898 -1.515 0.245 0.0706
H 0.109 3.605 -2.374 0.0323
H 1.636 2.121 -4.815 -0.0061
H -1.286 0.994 -4.952 -0.0030
H -0.188 1.308 -6.356 0.0023
H -1.105 3.402 -4.278 0.0015
H 0.064 3.753 -5.657 -0.0017
H 1.002 -0.468 -4.555 0.0402
H -0.484 -4.051 -3.709 -0.0053
H 0.937 -5.077 -3.533 0.0003
H -0.711 -4.869 -5.820 -0.0014
H 0.870 -5.601 -5.803 0.0008
H 0.403 -2.670 -6.099 -0.0012
H 0.657 -3.605 -7.437 -0.0005
H 2.533 -2.452 -6.824 0.0002
H 2.836 -4.205 -6.647 0.0002
H 3.202 -2.258 -4.585 0.0032
H 3.193 -4.014 -4.386 -0.0062
C 3.512 2.589 4.449 0.0033
C 2.081 2.124 4.476 -0.0039
O 1.658 2.066 3.114 0.0245
H 3.836 2.809 5.485 -0.0004
H 3.546 3.511 3.854 -0.0004
H 4.217 1.872 4.037 0.0004
H 1.437 2.857 4.948 0.0011
H 1.956 1.107 4.915 0.0022
H 2.305 1.643 2.557 0.0010
Se 0.064 4.978 2.564 0.0106

90
Properties=species:S:1:pos:R:3:lowdin_charge:R:1 method="wB97M-V/def2-TZVPD" total_charge=+3 gap_ev=6.262 e_lumo_ev=-8.704 relative_energy_kcal_mol=0.0
Pt 2.360 2.749 1.567 0.8828
I -4.637 -4.838 -4.202 1.2613
C -5.256 -6.583 -5.043 -0.5999
C -6.023 -6.617 -6.167 -0.2199
C -6.432 -7.847 -6.735 -0.5825
I -7.577 -7.703 -8.416 1.2222
C -6.074 -9.120 -6.182 -0.2039
C -6.463 -10.352 -6.730 -0.0074
C -6.055 -11.514 -6.114 0.0034
C -5.271 -11.419 -4.967 -0.0398
N -4.891 -10.260 -4.428 0.1726
C -5.281 -9.152 -5.017 -0.1356
C -4.831 -7.867 -4.370 -0.3481
O -4.174 -7.850 -3.370 0.1418
H -6.330 -5.698 -6.646 0.0866
H -7.072 -10.391 -7.623 0.0783
H -6.333 -12.481 -6.505 0.1271
H -4.931 -12.312 -4.457 0.1315
C -6.168 -0.356 -2.347 -0.0975
C -4.837 -0.331 -1.606 -0.2973
S -3.536 -0.865 -2.693 0.6467
O -3.433 0.060 -3.788 -0.2803
O -3.718 -2.271 -2.959 -0.4432
C -2.025 -0.694 -1.728 -0.1934
C -1.426 0.692 -1.938 -0.1241
N -0.133 0.871 -1.249 0.0769
C 0.050 1.599 -0.131 -0.3093
N 1.346 1.656 0.171 -0.1310
C 2.029 0.944 -0.779 -0.0111
C 1.121 0.460 -1.656 -0.1063
N 1.404 -0.351 -2.816 -0.3202
O 0.459 -0.729 -3.480 0.1138
O 2.572 -0.558 -3.038 0.1431
C -1.041 2.241 0.644 0.0129
H -6.956 -0.010 -1.682 0.0885
H -6.412 -1.367 -2.670 0.0802
H -6.139 0.295 -3.219 0.0860
H -4.828 -1.007 -0.750 0.1085
H -4.577 0.679 -1.280 0.1021
H -1.365 -1.464 -2.123 0.1006
H -2.252 -0.919 -0.685 0.1128
H -2.085 1.475 -1.568 0.1239
H -1.273 0.865 -2.998 0.1275
H 3.098 0.823 -0.785 0.1360
H -1.394 3.147 0.148 0.1038
H -0.658 2.503 1.628 0.0602
H -1.883 1.564 0.778 0.0961
N 3.018 1.046 2.464 0.0433
C 3.587 0.119 2.832 -0.0492
C 4.309 -0.997 3.340 -0.2115
C 3.645 -2.198 3.603 -0.0168
C 4.372 -3.263 4.099 -0.0454
C 5.737 -3.126 4.325 -0.0285
C 6.390 -1.928 4.061 -0.0345
C 5.682 -0.848 3.565 -0.0005
H 2.582 -2.286 3.424 0.1220
H 3.877 -4.200 4.311 0.1191
H 6.299 -3.965 4.714 0.1223
H 7.452 -1.835 4.241 0.1222
H 6.177 0.093 3.356 0.0946
S 1.839 4.633 0.355 0.6762
C 0.941 5.760 1.321 -0.7375
N 0.163 5.387 2.332 0.0222
C -0.665 6.317 3.116 -0.1359
C -0.060 7.708 3.050 -0.1446
C 0.200 8.086 1.602 -0.1259
N 1.011 7.034 0.978 0.0401
H 0.069 4.395 2.477 0.0939
H -0.703 5.952 4.141 0.1305
H -1.681 6.315 2.719 0.1329
H 0.876 7.740 3.611 0.1246
H -0.743 8.424 3.504 0.1334
H 0.754 9.019 1.529 0.1368
H -0.734 8.202 1.049 0.1364
H 1.652 7.276 0.237 0.1427
N 8.177 3.938 4.155 0.2101
C 7.139 3.222 3.692 -0.4816
O 7.224 2.098 3.236 0.0634
C 5.769 3.854 3.784 -0.0844
C 5.343 4.729 4.770 0.0362
C 4.003 5.094 4.806 -0.0048
C 3.137 4.574 3.868 -0.0985
N 3.554 3.741 2.901 -0.1469
C 4.845 3.397 2.862 -0.0639
H 9.097 3.530 4.098 0.1346
H 8.105 4.912 4.390 0.1152
H 6.024 5.091 5.530 0.1340
H 3.624 5.751 5.575 0.1257
H 2.084 4.810 3.883 0.0988
H 5.159 2.700 2.098 0.1233